Entry 1:
Molecular formula: C25H43F3O3P2SSn
Method: DFT, the ωB97M-V functional and the def2-TZVPD basis

Geometry as XYZ:
```
78
Properties=species:S:1:pos:R:3:forces:R:3
Sn 0.34045 -1.39199 -3.04543 0.0 -0.5 2.7
C -0.50324 -2.85184 3.24799 0.1 -0.3 0.0
C 0.85661 -3.02395 2.86422 0.1 0.0 -0.1
C 0.77230 -1.38384 4.47657 -0.2 0.1 0.0
C -0.54728 -1.85659 4.26187 -0.1 0.2 0.1
C 1.64148 -2.09370 3.60678 0.0 0.0 0.3
C -1.66064 -3.62559 2.74920 -0.3 0.0 -0.2
H -1.42734 -4.12236 1.80035 -0.1 0.1 0.2
H -2.53019 -2.96916 2.60325 0.2 -0.2 0.0
H -1.96237 -4.40540 3.46746 0.1 0.2 -0.1
C -1.75786 -1.39948 4.96691 -0.3 -0.2 0.1
H -2.62198 -2.01320 4.69573 0.1 0.1 0.1
H -2.00198 -0.36338 4.70488 0.1 -0.1 0.0
H -1.61758 -1.45126 6.05350 0.0 0.1 -0.1
C 1.15719 -0.33685 5.43668 0.2 0.1 0.3
H 0.67082 -0.49246 6.40910 0.1 0.1 -0.2
H 0.85988 0.65726 5.07326 0.0 -0.2 0.0
H 2.23901 -0.32855 5.58177 -0.1 0.1 0.1
C 3.10577 -1.91861 3.53397 0.3 0.2 -0.2
H 3.63190 -2.52308 4.28946 -0.2 0.1 -0.1
H 3.37929 -0.86941 3.70658 0.0 -0.3 0.0
H 3.48276 -2.22488 2.55356 0.0 0.1 0.2
C 1.39283 -4.00489 1.89614 0.0 -0.2 -0.4
H 1.81243 -4.88849 2.40621 -0.1 0.3 -0.1
H 2.20531 -3.56688 1.29622 -0.2 -0.2 0.2
H 0.60304 -4.36071 1.22278 0.3 0.0 0.1
C -1.31644 0.60286 -4.49339 -1.3 -1.4 -0.6
C -1.39092 -0.78241 -4.43761 -1.6 1.3 -1.0
C -0.78648 -1.79623 -5.41141 0.5 -0.1 0.0
C 0.64948 -1.47588 -5.91029 0.3 -0.7 -1.1
C 1.59263 -0.87297 -4.90079 0.9 1.3 0.0
C 1.47660 0.34934 -4.17613 1.4 0.3 -1.4
C 0.95197 1.60877 -4.81788 -0.8 0.5 0.4
C -0.45881 1.38766 -5.38109 0.3 0.8 -0.9
H -1.47884 -1.99957 -6.25189 0.3 0.2 0.4
H 0.62300 -0.95698 -6.87686 0.0 0.2 0.3
H -0.67258 -2.74835 -4.85550 -0.5 0.1 -0.4
H -0.38097 0.89197 -6.35365 -0.1 0.0 0.1
H -2.10938 1.19148 -4.00950 0.5 -0.6 0.4
H -2.32594 -1.12908 -3.98072 0.5 -0.1 0.2
H -0.92260 2.36674 -5.55802 0.1 -0.3 0.0
H 0.93895 2.46371 -4.11968 0.0 -0.6 0.0
H 2.16574 0.55504 -3.33853 0.3 -0.3 -0.7
H 1.60381 1.93439 -5.64911 0.0 -0.4 0.4
H 1.12204 -2.45186 -6.14321 -0.4 0.5 -0.1
H 2.60142 -1.31292 -4.98488 -0.5 -0.3 1.1
P -1.89841 1.01308 -0.34600 -0.7 -0.2 -1.0
P 1.69708 1.57498 -0.07530 -0.1 0.3 -0.7
C -0.84210 2.01660 -1.52838 -0.4 0.4 0.1
C 0.49789 2.63137 -1.07098 0.0 -0.2 0.2
H -1.49294 2.87463 -1.76876 0.1 -0.2 -0.2
H -0.70489 1.44034 -2.45862 0.1 -0.4 0.3
H 1.04630 3.00927 -1.95273 -0.4 -0.1 0.3
H 0.27233 3.49155 -0.42806 0.0 -0.2 -0.3
C 2.00791 2.79174 1.25066 0.1 -0.1 0.5
H 2.36687 2.20783 2.10359 0.0 0.4 0.1
H 1.07728 3.30322 1.52646 0.4 -0.2 0.0
H 2.78008 3.50421 0.92705 -0.4 -0.1 0.2
C 3.23617 1.96316 -1.02910 0.2 -0.1 -0.3
H 3.13227 2.90189 -1.60098 0.2 -0.4 0.2
H 3.51233 1.13127 -1.69460 0.0 0.3 0.1
H 4.05630 2.09964 -0.31117 -0.1 -0.2 -0.3
C -3.50346 1.88582 -0.35039 -0.1 0.3 0.9
H -4.34739 1.18773 -0.20148 0.6 0.3 0.0
H -3.66197 2.42762 -1.29496 0.1 0.0 0.3
H -3.44996 2.56607 0.51711 -0.4 0.0 -0.6
C -2.56747 -0.60399 -1.04139 0.3 -0.2 -0.1
H -2.35804 -1.36557 -0.26893 0.1 0.1 -0.6
H -2.06434 -0.85433 -1.99853 0.0 0.0 0.7
H -3.66015 -0.59782 -1.20695 0.5 0.2 0.1
F -1.79978 3.78394 3.83506 0.5 -1.0 0.1
C -1.03129 2.68754 3.98614 0.0 0.9 0.5
F 0.24851 3.10375 4.15795 -0.9 -0.4 -0.1
F -1.41503 2.03775 5.11460 0.3 0.3 -1.0
S -1.13072 1.57382 2.47350 0.6 -0.1 0.3
O -2.32569 0.74929 2.64661 0.9 0.6 -0.2
O -1.23931 2.57435 1.37780 0.1 -0.7 0.7
O 0.15830 0.87280 2.50182 -1.4 0.3 0.1
```
Positions in Å, forces in eV/Å.

Properties
Kohn-Sham gap (spin up / spin down)	3.1 / 3.1	eV
2S+1	1
total charge	+2
total energy	-76139.1341	eV
ΔE to the lowest compared entry with this formula, charge and spin	603.14	kJ/mol

Here are the Löwdin charges for atoms 1 to 6, given in e:
1. Sn 1.37
2. C -0.12
3. C -0.13
4. C -0.12
5. C -0.11
6. C -0.12


Entry 2:
Molecular formula: C25H43F3P2Sc
Method: DFT, the ωB97M-V functional and the def2-TZVPD basis

Geometry as XYZ:
```
74
Properties=species:S:1:pos:R:3:forces:R:3
Sc -0.03664 -0.32053 1.33086 -1.3 1.8 2.6
C -0.67503 -2.29804 2.57905 1.2 0.5 0.2
C 0.70397 -2.43458 2.14687 -0.7 0.8 1.0
C 0.59462 -0.76765 3.76771 -0.4 -0.9 -1.1
C -0.72782 -1.27198 3.57007 1.1 -0.2 -0.5
C 1.47739 -1.46601 2.87697 -1.3 0.0 0.3
C -1.82077 -3.16330 2.21093 -0.5 -0.3 -0.2
H -1.68693 -3.61134 1.22332 -0.1 -0.1 0.1
H -2.75890 -2.59454 2.19989 0.1 -0.2 0.0
H -1.94808 -3.97487 2.93962 0.0 0.1 -0.2
C -1.88997 -0.92327 4.41709 -0.5 0.4 0.4
H -2.80989 -1.34661 4.01225 0.0 0.1 0.1
H -2.03361 0.16029 4.50232 0.1 -0.3 0.0
H -1.75627 -1.31106 5.43779 0.0 0.0 -0.2
C 0.98225 0.17336 4.83784 0.1 0.8 0.4
H 0.81555 -0.26492 5.83059 0.1 0.0 -0.2
H 0.39760 1.10189 4.80802 0.1 -0.3 0.0
H 2.03375 0.45877 4.76095 0.0 -0.1 0.1
C 2.94589 -1.27553 2.85505 0.8 0.1 -0.2
H 3.43204 -1.74665 3.72201 -0.1 0.0 -0.2
H 3.22342 -0.21295 2.87757 0.0 -0.2 0.0
H 3.38741 -1.70391 1.94781 0.0 0.0 0.2
C 1.25138 -3.49297 1.26975 0.2 -0.4 -0.4
H 1.59727 -4.36068 1.84630 -0.1 0.1 -0.1
H 2.10364 -3.12495 0.69468 0.0 -0.1 -0.1
H 0.49592 -3.84929 0.56632 0.1 -0.1 0.0
C -1.76076 0.93008 -3.60425 -0.7 -0.7 -0.3
C -1.89429 -0.40399 -3.49359 -0.6 1.2 -0.8
C -1.09111 -1.36820 -4.30203 0.4 -0.9 -0.2
C 0.41664 -1.02840 -4.43097 -0.6 -0.1 -0.5
C 1.04692 -0.36183 -3.23753 0.9 0.5 -0.5
C 1.28889 0.96141 -3.18604 0.6 -0.7 -0.5
C 0.60746 1.99071 -4.05541 0.0 0.0 -0.1
C -0.82907 1.64112 -4.54653 0.3 0.6 -0.6
H -1.49898 -1.44224 -5.32426 0.0 0.0 0.3
H 0.54311 -0.41547 -5.33537 0.2 -0.1 0.5
H -1.17474 -2.38369 -3.88132 -0.1 0.3 0.0
H -0.74224 1.13260 -5.52197 -0.3 0.0 0.5
H -2.43952 1.61505 -3.07450 0.2 -0.6 -0.2
H -2.71175 -0.83091 -2.90968 0.2 0.2 0.0
H -1.29903 2.61273 -4.77102 0.1 -0.3 -0.1
H 0.55309 2.94344 -3.49935 0.2 -0.4 -0.2
H 2.10544 1.36077 -2.56821 -0.8 -0.3 0.1
H 1.22358 2.19785 -4.94563 -0.1 0.0 0.3
H 0.96478 -1.96089 -4.63902 -0.1 0.3 0.1
H 1.46532 -1.06019 -2.50269 0.3 0.4 -0.2
P -1.73647 0.65101 -0.23287 0.7 -2.2 -0.9
P 1.62804 1.63632 0.53975 -0.1 -0.4 0.0
C -0.69980 1.86641 -1.16058 0.0 0.1 -0.3
C 0.53899 2.61112 -0.58670 -0.2 0.1 0.0
H -1.37697 2.59829 -1.61752 0.2 -0.1 0.2
H -0.35490 1.21659 -1.96574 -0.1 0.4 0.2
H 1.16339 2.94474 -1.43509 -0.4 0.0 0.3
H 0.21391 3.51236 -0.04242 0.2 -0.4 0.0
C 2.46907 2.89076 1.52996 0.0 0.3 0.5
H 3.21155 2.39415 2.17631 -0.3 0.2 -0.2
H 1.73177 3.40417 2.16857 0.3 -0.2 -0.2
H 2.97473 3.62922 0.88836 -0.1 -0.3 0.2
C 3.01455 0.85552 -0.37406 0.0 0.1 -0.3
H 3.56321 1.58776 -0.97648 0.0 -0.1 0.1
H 2.66686 0.04455 -1.02641 0.1 0.2 0.2
H 3.70365 0.41401 0.35669 -0.2 0.2 0.0
C -3.51578 0.61271 -0.61142 -0.2 -0.1 -0.6
H -3.94292 -0.29532 -0.15614 0.3 0.3 0.0
H -3.71172 0.58039 -1.69554 0.0 0.1 0.4
H -4.03035 1.48626 -0.18523 0.4 -0.2 0.0
C -0.95992 -0.99067 -0.76739 -1.1 0.4 -2.2
H -0.04905 -1.46134 -0.28666 -0.5 0.1 -0.1
H -0.64729 -0.81833 -1.80229 0.2 -0.6 0.4
H -1.76793 -1.73306 -0.78806 0.3 0.0 0.2
F -0.50424 1.97105 2.89442 0.0 0.9 0.6
C -1.40616 1.65277 1.87304 1.1 0.3 3.1
F -2.57402 1.33349 2.56851 0.6 0.3 -1.0
F -1.67414 2.89647 1.31267 -0.2 -0.8 0.0
```
Positions in Å, forces in eV/Å.

Properties
Kohn-Sham gap	6.9	eV
2S+1	1
total charge	+1
total energy	-74044.9163	eV
ΔE to the lowest compared entry with this formula, charge and spin	385.46	kJ/mol

Here are the Löwdin charges for atoms 1 to 6, given in e:
1. Sc 0.71
2. C -0.28
3. C -0.31
4. C -0.26
5. C -0.26
6. C -0.28